*one*
Below is 2 unconnected molecules or ions with the total composition C2HClF2O, with properties calculated with ωB97M-V with the def2-TZVPD basis set.

Last column: Mulliken charge in e.
Cartesian coordinates (Å):
C (-2.5082, -0.1295, 1.1874)  0.1085
C (0.7894, 0.1431, -0.3380)  0.3718
O (-2.1511, -0.3515, 0.1372)  -0.1055
F (1.3070, 0.3829, -1.5519)  -0.1960
F (0.1675, -1.0331, -0.3018)  -0.1729
Cl (2.1683, 0.0896, 0.9049)  -0.1837
H (0.2271, 0.8985, -0.0377)  0.1779

## Properties
LUMO level = 0.034 hartree

=====

*two*
Below is a single C2HClF2O molecule, with properties calculated with ωB97M-V with the def2-TZVPD basis set.

Last column: Mulliken charge in e.
Cartesian coordinates (Å):
C (0.3571, -0.3552, -0.4722)  -0.3758
C (-0.2366, 0.5960, 0.4369)  0.9982
O (0.8961, -0.0882, 0.7642)  -0.3225
F (-1.3445, 0.3833, 1.1216)  -0.1892
F (-0.1044, 1.9054, 0.2181)  -0.2164
Cl (-0.4707, -2.2636, -0.6878)  -0.2519
H (0.9030, -0.1778, -1.3807)  0.3576

## Properties
SMILES = FC1(F)O[C@H]1Cl
LUMO level = -0.004 hartree

=====

Calculated relative energies: *one* 0.000; *two* 1.179, given in eV

=====

*one*
Below is 2 unconnected molecules or ions with the total composition C5H15NO, with properties calculated with ωB97M-V with the def2-TZVPD basis set.

Last column: Mulliken charge in e.
Cartesian coordinates (Å):
C (-0.3944, -0.5510, 1.7892)  -0.7665
C (-1.4352, 0.1034, 0.8980)  0.0423
C (-2.8561, -0.2276, 1.3401)  -1.3965
N (0.9687, -0.1485, 1.3879)  -0.5592
H (-0.5922, -0.3181, 2.8415)  0.4037
H (-0.4533, -1.6349, 1.6747)  0.3269
H (-1.2790, -0.2239, -0.1306)  0.1486
H (-1.2873, 1.1873, 0.9112)  0.3131
H (-3.0604, -1.2882, 1.1797)  0.3321
H (-3.0127, -0.0239, 2.4012)  0.3429
H (-3.5858, 0.3334, 0.7637)  0.3674
H (1.1815, -0.7088, -0.4809)  0.3752
H (1.0816, 0.8383, 1.6082)  0.2078
H (1.6250, -0.6176, 2.0064)  0.2057
C (1.4974, 0.0600, -2.2640)  -0.2963
O (0.9288, -0.9073, -1.4018)  -0.5300
C (1.2150, 1.4889, -1.8306)  -0.8810
H (1.0543, -0.1123, -3.2454)  0.3048
H (2.5775, -0.0990, -2.3584)  0.2505
H (1.4519, 2.1862, -2.6366)  0.3782
H (1.7991, 1.7702, -0.9551)  0.2404
H (0.1571, 1.5994, -1.5950)  0.1900

## Properties
SMILES = CCCN.CCO
LUMO level = 0.037 hartree

=====

*two*
Below is 2 unconnected molecules or ions with the total composition C5H15NO, with properties calculated with ωB97M-V with the def2-TZVPD basis set.

Last column: Mulliken charge in e.
Cartesian coordinates (Å):
C (-0.9226, 1.3011, -1.7840)  -1.2542
C (-0.5171, 1.2669, -0.3196)  -0.1631
N (-0.3786, 0.0123, 0.3455)  -0.3016
C (2.0446, -0.5220, -0.2046)  -1.3395
C (0.5944, -0.9445, -0.2604)  0.4842
C (0.2565, -2.3146, 0.3468)  -1.3057
H (-1.8925, 0.8906, -2.0871)  0.3114
H (-0.7114, 2.3268, -2.1272)  0.3634
H (-0.2608, 0.7921, -2.4750)  0.3622
H (-1.2398, 1.8704, 0.2591)  0.0833
H (0.3416, 1.9968, -0.2932)  0.2277
H (-0.3051, 0.0512, 1.3497)  0.3552
H (2.0005, 0.5799, -0.2357)  0.2997
H (2.5754, -0.9873, -1.0672)  0.3296
H (2.7082, -0.6795, 0.6407)  0.3535
H (0.2809, -0.9859, -1.3038)  0.2124
H (1.0614, -3.0366, 0.3508)  0.3905
H (-0.5990, -2.8416, -0.0906)  0.3217
H (0.0194, -2.0685, 1.3816)  0.2996
H (-1.5961, 1.7826, 2.0791)  0.3152
H (-1.8737, 0.3077, 2.6354)  0.3363
O (-1.5861, 1.2020, 2.8595)  -0.6819

## Properties
SMILES = CCNC(C)C.O
LUMO level = 0.033 hartree

=====

Calculated relative energies: *one* 0.000; *two* 0.827, given in eV

=====

*one*
Below is a single C4H6IN3 molecule, with properties calculated with ωB97M-V with the def2-TZVPD basis set.

Last column: Mulliken charge in e.
Cartesian coordinates (Å):
C (1.3602, 0.4909, 1.2953)  -0.6755
C (1.3426, -0.8596, 1.4809)  -0.1589
C (0.4709, 0.6989, 0.2920)  0.4366
C (-0.7912, -0.6644, -1.3424)  -0.8255
N (0.5522, -1.4660, 0.5961)  -0.9594
N (-0.0205, -0.5030, -0.1333)  0.8303
N (0.0743, 2.0374, -0.2352)  -0.6257
I (-0.0471, 2.4651, -2.2704)  0.0911
H (1.8535, 1.1294, 1.9593)  0.3692
H (1.9467, -1.3471, 2.2994)  0.3432
H (-0.2871, -0.1980, -2.2296)  0.2646
H (-0.9038, -1.7282, -1.5162)  0.3312
H (-1.9051, -0.3029, -1.4443)  0.2450
H (0.5095, 2.8294, 0.1380)  0.3337

## Properties
SMILES = Cn1nccc1NI
LUMO level = -0.019 hartree

=====

*two*
Below is 2 unconnected molecules or ions with the total composition C4H6IN3, with properties calculated with ωB97M-V with the def2-TZVPD basis set.

Last column: Mulliken charge in e.
Cartesian coordinates (Å):
C (2.1564, 0.5289, -0.7850)  -0.4914
C (0.9096, 0.9950, -0.6634)  0.0133
C (0.8806, -1.2337, -0.8506)  -0.1080
C (-1.6124, 0.0136, 1.6905)  -0.7651
N (2.1212, -0.8208, -0.9217)  -0.6003
N (0.0382, -0.0216, -0.7061)  0.6749
N (-1.2216, 0.0056, -0.5097)  -0.9575
I (-3.0416, 1.4515, 2.0042)  0.0916
H (3.0083, 1.0634, -0.7837)  0.4957
H (0.6339, 2.0767, -0.6516)  0.3541
H (0.5047, -2.2448, -1.1460)  0.2795
H (-0.7421, 0.0950, 2.1612)  0.4037
H (-2.1658, -0.8791, 1.6830)  0.3287
H (-1.4695, -1.0297, -0.5210)  0.2809

## Properties
LUMO level (alpha / beta) = -0.021 / -0.013 hartree

=====

Calculated relative energies: *one* 0.000; *two* 2.557, given in eV

=====

*one*
Below is 2 unconnected molecules or ions with the total composition C7H9NO, with properties calculated with ωB97M-V with the def2-TZVPD basis set.

Last column: Mulliken charge in e.
Cartesian coordinates (Å):
C (1.9765, 0.0016, -1.1898)  -1.2031
C (1.4110, 0.0934, 0.2116)  0.8195
C (1.0715, -1.3551, 0.6839)  0.2731
O (1.7179, 0.9326, 1.0258)  -0.5703
N (0.9642, -2.4392, 1.0548)  -0.5019
H (1.3139, -0.5755, -1.8312)  0.3431
H (2.1203, 1.0078, -1.5799)  0.3356
H (2.9423, -0.5015, -1.1464)  0.3846
C (-1.1085, 1.7213, 0.8729)  -1.0704
C (-0.8473, 0.7001, -0.2004)  -0.0991
C (-1.8858, -1.6963, -0.0237)  -0.8745
C (-1.3008, -0.5465, -0.1135)  0.1707
H (-0.6244, 1.0977, -1.1857)  0.3961
H (-0.1790, 2.2411, 1.1124)  0.3001
H (-1.4538, 1.2481, 1.7890)  0.3304
H (-1.8353, 2.4581, 0.5318)  0.3639
H (-1.3574, -2.5849, 0.2917)  0.3280
H (-2.9257, -1.8028, -0.3032)  0.2741

## Properties
SMILES = CC(=O)C#N.C=C=CC
LUMO level = 0.006 hartree

=====

*two*
Below is a single C7H9NO molecule, with properties calculated with ωB97M-V with the def2-TZVPD basis set.

Last column: Mulliken charge in e.
Cartesian coordinates (Å):
C (-0.4817, 0.3476, 0.5573)  0.4908
C (-0.6362, -1.0275, -0.0986)  0.0731
C (-1.8070, -1.3941, -0.7003)  -1.0692
C (0.8260, -1.7462, -0.1202)  -0.2950
C (1.6181, -0.4558, -0.2472)  -0.0342
C (0.7408, 0.7588, -0.2689)  -0.0662
C (1.3927, 2.0452, -0.5541)  -0.9431
H (-1.3727, 2.0467, 0.9530)  0.2821
H (-2.2748, 0.9266, 1.4566)  0.3348
H (-0.2456, -0.1667, 1.6301)  0.2346
H (-2.6015, -0.7026, -0.8487)  0.3920
H (-1.9028, -2.4577, -0.7968)  0.3108
H (1.2793, -2.8124, -0.2770)  0.3822
H (2.3499, -0.5999, -0.9664)  0.5919
H (2.3783, 2.3820, -0.7676)  0.3428
H (0.5893, 2.8207, -0.5516)  0.2165
N (-1.6348, 1.2156, 0.5331)  -0.7531
O (1.7827, -1.1803, 1.0671)  -0.4910

## Properties
SMILES = C=C1[C@@H](N)C(=C)[C@@H]2O[C@H]12
LUMO level = 0.014 hartree

=====

Calculated relative energies: *one* 0.000; *two* 3.063, given in eV

=====

*one*
Below is a gas-phase ion, C2H7N2O (charge +1), with properties calculated with ωB97M-V with the def2-TZVPD basis set.

Last column: Mulliken charge in e.
Cartesian coordinates (Å):
C (0.2714, 0.1220, 0.0428)  0.7947
C (1.5784, 0.6821, 0.0785)  -1.0781
N (-1.9866, 0.0387, 0.1848)  -0.5707
N (0.0875, -1.1863, -0.0568)  -0.2625
O (-0.8416, 0.8640, 0.0514)  -0.1147
H (1.9646, 0.7296, -0.9687)  0.3183
H (2.3614, 0.3030, 0.6790)  0.4094
H (1.4647, 1.6727, 0.4021)  0.3404
H (-2.0108, -0.5126, -0.7119)  0.3092
H (0.7707, -1.9085, 0.1210)  0.2550
H (-0.8760, -1.4788, 0.0423)  0.2938
H (-2.7838, 0.6742, 0.1354)  0.3052

## Properties
net charge = +1
SMILES = CC(=[NH2+])ON
LUMO level = -0.157 hartree

=====

*two*
Below is 2 unconnected molecules or ions with the total composition C2H7N2O, with properties calculated with ωB97M-V with the def2-TZVPD basis set.

Last column: Mulliken charge in e.
Cartesian coordinates (Å):
C (-0.8318, -0.4902, 1.6348)  -0.7044
C (1.2797, 0.2955, -1.6033)  -0.5610
N (-0.7358, -0.8166, 0.2864)  -0.2853
N (0.3864, 0.7434, -0.6242)  0.4052
O (0.0103, 1.7043, -0.0535)  -0.2245
H (0.1627, -0.6616, 2.1562)  0.3107
H (-1.3231, 0.4339, 1.9124)  0.3528
H (-1.4112, -1.2284, 1.9535)  0.4033
H (1.8124, -0.4121, -1.0113)  0.3430
H (1.6425, 1.1975, -2.0766)  0.3279
H (0.5979, -0.1476, -2.2892)  0.3125
H (-1.5899, -0.6181, -0.2852)  0.3198

## Properties
net charge = +1
LUMO level (alpha / beta) = -0.239 / -0.246 hartree

=====

*three*
Below is a gas-phase ion, C2H7N2O (charge +1), with properties calculated with ωB97M-V with the def2-TZVPD basis set.

Last column: Mulliken charge in e.
Cartesian coordinates (Å):
N (-0.1052, -1.5533, 0.4986)  -0.3174
C (0.6057, -0.3887, -0.1347)  -0.5644
C (-0.4284, 0.7505, -0.1793)  0.6329
N (-0.0314, 1.9978, -0.4126)  -0.3613
O (-1.5911, 0.4388, 0.0165)  -0.5954
H (-0.0087, -1.6807, 1.5074)  0.3311
H (0.3626, -2.3661, 0.0873)  0.3734
H (-1.1151, -1.5442, 0.2924)  0.3505
H (1.4269, -0.0328, 0.4714)  0.3304
H (0.9297, -0.7677, -1.0989)  0.3165
H (0.7134, 2.4750, -0.8905)  0.2249
H (-0.7583, 2.6714, -0.1575)  0.2787

## Properties
net charge = +1
SMILES = NC(=O)C[NH3+]
LUMO level = -0.139 hartree

=====

*four*
Below is 2 unconnected molecules or ions with the total composition C2H7N2O, with properties calculated with ωB97M-V with the def2-TZVPD basis set.

Last column: Mulliken charge in e.
Cartesian coordinates (Å):
C (0.2313, -0.2026, 0.2344)  0.4684
C (1.3703, -0.6684, 1.1307)  -1.0180
N (-0.0148, 1.4270, -1.2558)  -0.2097
N (-0.9831, -0.5932, 0.3198)  -0.1992
O (-1.2913, 1.1184, -1.5391)  -0.3936
H (2.2117, -0.0212, 1.3242)  0.3442
H (1.0361, -1.1569, 1.9769)  0.3619
H (1.7602, -1.3151, 0.4606)  0.3627
H (0.5240, 1.0885, -2.0774)  0.3038
H (-1.2191, -1.4419, 0.8088)  0.2446
H (-1.7893, -0.1734, -0.2510)  0.2907
H (-1.8361, 1.9386, -1.1322)  0.4442

## Properties
net charge = +1
LUMO level (alpha / beta) = -0.195 / -0.195 hartree

=====

Calculated relative energies: *one* 2.119; *two* 7.123; *three* 0.000; *four* 5.439, given in eV

=====

*one*
Below is a molecular structure, C4H14NO3, with properties calculated with ωB97M-V with the def2-TZVPD basis set.

Last column: Mulliken charge in e.
Cartesian coordinates (Å):
C (-0.3505, -1.0731, 0.0441)  0.0352
N (-0.9260, -0.8083, -1.2495)  -0.3649
C (-0.1198, 0.1719, -2.0491)  -0.5282
O (-0.0739, 1.3979, -1.4896)  -0.6625
C (-1.4140, -0.9991, 1.1342)  -0.6647
C (-1.9331, 0.4296, 1.2929)  -1.0728
H (0.3989, -0.3145, 0.2506)  -0.1355
H (0.1522, -2.0472, 0.0568)  0.3382
H (-1.0107, -1.6618, -1.7833)  0.2402
H (-0.6106, 0.2190, -3.0351)  0.2760
H (0.8836, -0.2799, -2.2008)  0.3115
H (-2.2483, -1.6469, 0.8489)  0.2643
H (-1.0420, -1.3717, 2.0930)  0.3652
H (-1.1197, 1.1519, 1.3526)  0.2693
H (-2.5599, 0.5429, 2.1819)  0.3746
H (-2.5194, 0.7164, 0.4214)  0.2765
H (2.6943, -0.4537, 1.8066)  0.2867
H (2.9012, 0.6318, 0.7688)  0.4577
O (3.4034, 0.0787, 1.4324)  -0.7036
H (0.9210, 1.5187, -0.8626)  0.3949
H (2.5730, 2.1929, -0.7587)  0.1729
O (2.0004, 1.6047, -0.2557)  -0.9310

## Properties
net charge = -1
LUMO level = 0.145 hartree

=====

*two*
Below is 3 unconnected molecules or ions with the total composition C4H14NO3, with properties calculated with ωB97M-V with the def2-TZVPD basis set.

Last column: Mulliken charge in e.
Cartesian coordinates (Å):
C (0.3684, -1.9029, -2.0335)  -1.0863
N (0.6392, -0.7896, -1.1242)  0.3074
C (1.7522, -0.9986, -0.2005)  -1.0324
C (0.6231, 0.5127, -1.7532)  -0.7685
C (-0.4549, 1.4845, -1.1553)  -0.4607
O (-0.1346, 2.1559, 0.0158)  -0.4976
H (-0.5097, -1.6855, -2.6772)  0.2966
H (1.2021, -1.9905, -2.7330)  0.3902
H (0.1692, -2.8120, -1.4624)  0.3183
H (1.7124, -0.3441, 0.6756)  0.2397
H (1.6856, -2.0296, 0.2510)  0.3003
H (2.7653, -0.9740, -0.6033)  0.3726
H (0.2768, 0.4494, -2.8127)  0.4306
H (1.6029, 0.9648, -1.7430)  0.2962
H (-0.6195, 2.2560, -1.9904)  0.2851
H (-1.3999, 0.9195, -1.0168)  0.2693
H (-2.7143, -0.3381, 3.7369)  0.2792
H (-1.4534, -0.3200, 2.8445)  0.4296
O (-2.3938, -0.7547, 2.9318)  -0.6925
H (-0.0786, 1.5842, 0.8421)  0.3229
H (0.4531, -0.0695, 2.9237)  0.1496
O (-0.0981, 0.4997, 2.3330)  -1.1498

## Properties
net charge = -1
LUMO level = 0.136 hartree

=====

Calculated relative energies: *one* 0.000; *two* 1.196, given in eV